No. 1
68
Properties=species:S:1:pos:R:3:forces:R:3:nbo_charge:R:1 method="wB97M-V/def2-TZVPD" e_homo_ev=-9.68 smiles=C[N+]1(C(c2ccc(N3CCCC3)cc2)c2ccc(N3CCCC3)cc2)CCCCC1 e_above_lowest_kcal_mol=20.9 charge=+1 spin_multiplicity=1
C -0.1653 1.3670 -2.9039 -0.4 -0.1 0.1 -0.41
N -1.3039 0.8040 -2.0499 -1.3 1.7 -3.7 -0.23
C -0.8785 0.1310 -0.8949 1.6 -2.3 4.1 -0.08
C -0.7804 0.8526 0.4932 0.2 0.4 -0.2 -0.13
C -0.7197 -0.0746 1.5486 -0.4 0.1 -0.1 -0.18
C -0.8749 0.2979 2.8658 0.0 0.1 0.1 -0.28
C -1.1130 1.6576 3.2004 -0.4 -0.2 -0.4 0.29
N -1.4812 1.9888 4.4664 0.3 0.0 -0.4 -0.42
C -1.7294 0.9716 5.4473 0.1 -0.4 0.6 -0.21
C -2.0829 1.7178 6.7401 -0.3 -0.1 -0.1 -0.41
C -1.8238 3.2100 6.4641 0.4 0.1 0.0 -0.41
C -1.5928 3.3440 4.9495 -0.3 0.5 0.0 -0.21
C -1.0582 2.6072 2.1594 0.3 0.0 0.0 -0.33
C -0.8193 2.2190 0.8403 0.0 -0.7 0.1 -0.14
C 0.3840 -0.7123 -1.1181 0.2 0.2 -0.2 -0.13
C 0.3460 -1.9022 -1.8630 0.2 0.3 0.3 -0.21
C 1.5019 -2.6299 -2.0833 0.0 -0.3 0.0 -0.24
C 2.7116 -2.2649 -1.4549 0.2 0.2 0.2 0.21
N 3.8093 -3.0568 -1.5496 -0.2 0.1 -0.1 -0.40
C 3.7671 -4.3262 -2.2422 -0.1 -0.1 -0.5 -0.21
C 5.1539 -4.9519 -2.0456 -0.4 -0.2 0.3 -0.41
C 6.0388 -3.8535 -1.4305 0.0 0.2 -0.4 -0.41
C 5.0831 -2.7513 -0.9372 0.4 -0.1 0.4 -0.21
C 2.7545 -1.0622 -0.7058 -0.1 0.1 -0.1 -0.26
C 1.6165 -0.2838 -0.5835 -0.3 -0.3 -0.3 -0.18
C -2.0313 -0.2668 -2.9800 -0.1 0.3 0.2 -0.19
C -3.2020 0.2251 -3.8451 0.2 0.0 -0.5 -0.43
C -3.9857 1.3890 -3.2721 -0.1 0.4 -0.1 -0.40
C -3.0081 2.4965 -2.8957 -0.2 -0.3 0.5 -0.43
C -2.2133 1.9900 -1.6952 0.2 0.3 -0.6 -0.20
H -0.6568 1.8392 -3.7610 0.4 0.0 0.3 0.22
H 0.4204 2.0881 -2.3162 -0.3 -0.3 -0.2 0.23
H 0.4623 0.5402 -3.2548 -0.1 0.3 0.3 0.25
H -1.6773 -0.5905 -0.6624 0.2 0.3 -0.2 0.23
H -0.5994 -1.1354 1.3092 -0.1 0.3 0.1 0.22
H -0.8858 -0.4731 3.6382 0.1 0.3 -0.3 0.23
H -2.5420 0.2954 5.1451 0.1 0.1 -0.1 0.19
H -0.8390 0.3440 5.5894 -0.1 0.1 0.0 0.19
H -3.1403 1.5450 6.9776 0.3 0.0 0.1 0.21
H -1.4649 1.3383 7.5601 -0.3 0.2 0.0 0.22
H -2.6625 3.8320 6.7886 0.3 -0.1 0.0 0.22
H -0.9156 3.5352 6.9838 -0.3 0.0 0.0 0.22
H -0.6882 3.9282 4.7217 -0.1 -0.2 0.0 0.20
H -2.4326 3.8787 4.4800 0.1 -0.2 0.0 0.19
H -1.2582 3.6588 2.3585 0.3 -0.2 0.1 0.22
H -0.6830 3.0123 0.1037 -0.1 -0.3 0.4 0.19
H -0.5932 -2.2890 -2.2660 0.4 0.1 0.1 0.21
H 1.4640 -3.5251 -2.7050 0.0 0.3 0.3 0.22
H 3.5513 -4.1686 -3.3117 0.0 0.0 0.2 0.19
H 2.9590 -4.9654 -1.8526 0.2 0.1 0.0 0.20
H 5.5338 -5.3145 -3.0026 0.1 0.0 0.2 0.22
H 5.0506 -5.8007 -1.3604 0.2 0.1 -0.2 0.21
H 6.6553 -4.2350 -0.6143 0.0 0.1 -0.2 0.23
H 6.6982 -3.4375 -2.2024 -0.1 -0.1 0.3 0.21
H 5.0225 -2.7586 0.1625 -0.2 0.0 -0.2 0.19
H 5.4450 -1.7555 -1.2213 -0.1 -0.1 -0.1 0.20
H 3.6777 -0.7497 -0.2133 -0.3 -0.1 -0.2 0.23
H 1.6688 0.6665 -0.0483 0.0 -0.4 0.0 0.23
H -1.2312 -0.6709 -3.6105 -0.3 0.1 0.3 0.24
H -2.3919 -1.0698 -2.3286 0.2 0.4 0.0 0.22
H -2.8114 0.4702 -4.8446 -0.2 0.1 0.2 0.22
H -3.8884 -0.6193 -3.9791 0.3 0.0 0.0 0.24
H -4.7320 1.7606 -3.9824 0.1 -0.3 0.0 0.24
H -4.5264 1.0707 -2.3663 0.1 0.1 -0.2 0.21
H -2.3367 2.7717 -3.7295 -0.5 -0.1 0.3 0.21
H -3.5370 3.4057 -2.5798 0.2 -0.2 -0.1 0.25
H -2.8731 1.6538 -0.8795 0.3 0.2 -0.3 0.24
H -1.5453 2.7914 -1.3501 -0.4 -0.6 -0.1 0.23

No. 2
78
Properties=species:S:1:pos:R:3:forces:R:3:lowdin_charge:R:1 method="wB97M-V/def2-TZVPD" e_homo_ev=-8.74 smiles="O=C1c2ccccc2C(=O)c2cc(C[SH](=O)=O)ccc21.CNC(C)=O.CNC(C)=O.CNC(C)=O.CNC(C)=O" spin_multiplicity=1
O 2.0817 -1.6743 -0.7343 -5.8 5.3 3.1 -0.05
C 1.1574 -0.8511 -0.1975 2.8 -2.5 -1.6 -0.19
C 1.5624 0.4285 0.8004 0.4 1.9 1.7 -0.02
C 2.8858 1.3749 0.4858 -2.7 0.2 3.0 0.00
C 3.2032 2.6451 1.4724 -3.6 -2.7 0.5 -0.05
C 2.1790 2.9186 2.7468 -0.4 -2.7 -2.2 -0.05
C 0.8720 1.9661 3.1043 2.5 -0.9 -3.4 0.01
C 0.5621 0.6980 2.1125 2.5 1.8 -0.8 -0.02
C -0.7089 -0.3698 2.3058 -1.1 -1.7 3.5 -0.16
O -1.0635 -0.8902 3.4997 2.1 3.6 -7.4 -0.06
C -1.4762 -0.7806 0.8776 -1.0 -0.4 -2.1 0.00
C -3.1268 -0.8892 0.7912 3.8 -0.9 -3.5 0.04
C -3.7563 -1.2527 -0.6857 2.7 0.1 0.4 -0.16
C -5.4232 -1.3108 -0.7744 1.6 -0.2 -0.4 -0.23
S -6.0032 0.2287 0.1967 -2.2 6.3 -3.7 0.78
O -7.4637 0.5897 -0.1957 4.2 -2.5 1.8 -0.45
O -5.1343 1.4997 -0.1518 -2.0 -5.3 1.8 -0.42
C -2.8162 -1.5028 -2.0053 1.9 1.0 3.5 0.01
C -1.1779 -1.3885 -1.8857 -1.6 0.5 3.3 0.02
C -0.4862 -1.0292 -0.4434 -3.4 -0.1 0.0 -0.01
H 3.5315 1.0598 -0.4619 -1.5 0.9 2.4 0.11
H 4.1281 3.3633 1.2489 -2.4 -1.8 0.6 0.10
H 2.4282 3.8482 3.4200 -0.7 -2.1 -1.4 0.08
H 0.1709 2.2183 4.0302 1.7 -0.7 -2.3 0.11
H -3.7314 -0.7029 1.7757 1.3 -0.4 -2.2 0.10
H -5.8730 -2.2960 -0.3290 0.9 2.0 -0.6 0.12
H -5.8171 -1.1723 -1.8866 0.9 0.0 2.5 0.13
H -5.9136 -0.0786 1.5812 0.0 0.1 -1.3 0.09
H -3.2729 -1.7526 -3.0703 1.0 0.7 2.7 0.11
H -0.4622 -1.5279 -2.8238 -2.0 0.4 2.3 0.11
C -1.9369 -1.7939 7.1838 0.2 -0.1 -0.3 -0.08
N -2.6410 -1.0367 6.1772 -0.9 0.6 0.1 0.01
C -3.7495 -0.2557 6.3273 0.5 -0.1 -0.8 -0.55
C -4.3525 -0.1363 7.6988 -0.3 0.2 0.2 -0.02
O -4.2231 0.3240 5.3529 -0.1 -0.1 0.3 0.00
H -0.9047 -1.4361 7.2165 0.0 -0.3 0.2 0.09
H -1.9423 -2.8445 6.8829 0.2 0.0 0.3 0.08
H -2.3883 -1.6954 8.1719 0.0 0.1 -0.2 0.07
H -2.2960 -1.0652 5.2243 0.1 0.0 0.2 0.09
H -5.2276 0.5187 7.6555 0.2 -0.1 -0.1 0.08
H -4.6742 -1.1189 8.0540 0.1 0.1 0.1 0.08
H -3.6278 0.3015 8.3904 -0.1 -0.2 0.1 0.08
C 1.0704 1.8579 -6.9811 -0.4 0.1 -0.2 -0.09
N 0.1318 1.4401 -5.9678 0.0 -0.3 0.6 0.01
C 0.3925 0.8627 -4.7596 -0.7 0.1 0.1 -0.53
C 1.8269 0.6083 -4.3899 0.2 -0.1 0.2 0.00
O -0.5368 0.5678 -4.0117 0.4 0.0 -0.3 0.00
H 0.9313 2.9285 -7.1510 0.3 0.0 -0.1 0.08
H 0.8387 1.3162 -7.9015 0.3 0.1 -0.1 0.08
H 2.1056 1.6657 -6.6957 -0.3 0.1 0.1 0.07
H -0.8574 1.5779 -6.1418 0.3 0.0 0.1 0.14
H 1.8705 0.1449 -3.3999 -0.1 0.1 -0.2 0.07
H 2.2847 -0.0743 -5.1108 0.1 0.1 0.0 0.09
H 2.3780 1.5517 -4.3538 0.1 -0.1 -0.1 0.06
C 4.6704 5.1246 -7.8811 -0.4 0.1 -0.2 -0.08
N 3.7318 4.7067 -6.8678 0.0 -0.3 0.6 0.00
C 3.9925 4.1293 -5.6596 -0.9 0.0 0.2 -0.54
C 5.4269 3.8749 -5.2899 0.2 -0.1 0.2 -0.01
O 3.0632 3.8345 -4.9117 0.4 0.0 -0.3 0.01
H 4.5313 6.1952 -8.0510 0.3 0.0 -0.2 0.09
H 4.4387 4.5828 -8.8015 0.3 0.1 -0.1 0.08
H 5.7056 4.9323 -7.5957 -0.2 0.0 0.0 0.08
H 2.7426 4.8445 -7.0418 0.3 0.0 0.1 0.14
H 5.4705 3.4116 -4.2999 -0.2 0.1 -0.3 0.09
H 5.8847 3.1924 -6.0108 0.1 0.2 0.0 0.09
H 5.9780 4.8184 -5.2538 0.1 -0.2 -0.1 0.09
C 1.5225 -6.3834 3.3895 0.3 -0.2 0.3 -0.08
N 1.3181 -5.5008 4.5127 -0.3 0.5 0.2 0.00
C 0.5295 -4.3898 4.5831 0.2 0.2 0.8 -0.54
C -0.2467 -3.9924 3.3590 -0.2 0.2 0.0 -0.01
O 0.4719 -3.7484 5.6296 -0.1 -0.3 -0.5 0.02
H 1.2215 -7.3900 3.6904 0.0 -0.1 -0.3 0.08
H 2.5888 -6.3851 3.1498 -0.1 -0.2 -0.3 0.08
H 0.9519 -6.0796 2.5109 0.1 0.0 0.2 0.08
H 1.8074 -5.7012 5.3777 -0.1 0.1 -0.3 0.14
H -0.8258 -3.0893 3.5729 0.2 -0.3 0.0 0.05
H 0.4379 -3.7760 2.5346 -0.1 -0.1 -0.1 0.09
H -0.9410 -4.7893 3.0798 0.1 0.0 -0.2 0.09

No. 3
75
Properties=species:S:1:pos:R:3:forces:R:3:lowdin_spin:R:1 method="wB97M-V/def2-TZVPD" s2=0.7596 e_homo_ev="-10.98 / -11.13" e_above_lowest_kcal_mol=29.7 charge=+1 spin_multiplicity=2
Re 0.1401 -0.3060 0.3468 -1.0 -1.5 0.8 0.84
N -1.6166 0.5117 -0.7583 0.2 -0.3 0.5 0.00
C -2.9642 0.5901 -0.2061 -0.2 0.0 0.0 0.00
C -3.9924 0.7362 -1.1298 0.0 0.0 -0.1 0.00
C -5.3129 0.8011 -0.7336 -0.1 0.0 0.0 0.00
C -5.6064 0.6916 0.6160 0.0 0.0 0.0 0.00
C -4.5828 0.5396 1.5297 0.1 0.0 0.0 0.00
C -3.2265 0.5198 1.1623 0.0 0.0 -0.1 0.00
C -2.2352 0.2899 2.2501 0.0 0.0 0.2 0.00
C -2.6020 0.6328 3.5605 -0.1 0.1 -0.2 0.00
C -1.9425 0.1199 4.6622 0.1 -0.1 0.0 0.00
C -0.9168 -0.7979 4.4817 0.0 0.0 0.0 0.00
C -0.4513 -1.0291 3.2011 0.2 0.0 0.1 0.00
C -1.0221 -0.4074 2.0911 0.3 0.0 -1.3 -0.02
H -1.6713 -0.0759 -1.5861 0.0 0.0 -0.1 0.00
H -1.3599 1.4387 -1.0851 0.1 0.0 0.0 0.00
H -3.7505 0.7945 -2.1858 0.0 0.0 0.0 0.00
H -6.1035 0.9075 -1.4635 0.0 0.0 0.0 0.00
H -6.6313 0.7039 0.9613 0.0 0.0 0.0 0.00
H -4.8403 0.3878 2.5668 0.0 0.0 0.0 0.00
H -3.4382 1.3030 3.7087 0.0 0.0 0.1 0.00
H -2.2554 0.4051 5.6579 0.0 0.0 0.0 0.00
H -0.4548 -1.2907 5.3269 0.0 0.0 0.0 0.00
H 0.3911 -1.6941 3.0638 0.1 0.1 0.0 0.00
C 0.0299 -3.3286 -0.4521 0.4 -0.5 0.0 0.01
O -0.3912 -1.9963 -0.3392 0.1 2.1 0.5 0.06
H -0.8133 -3.9541 -0.7494 -0.1 0.1 0.0 0.00
H 0.4226 -3.7021 0.4990 0.0 0.1 0.0 0.00
H 0.8154 -3.4177 -1.2045 0.0 0.1 0.0 0.00
C 1.4367 1.6187 -2.5465 0.1 0.0 0.1 0.00
C 2.4555 1.4666 -1.4171 -0.4 0.0 -0.1 0.00
N 2.4573 2.5811 -0.4688 0.1 0.0 0.0 0.02
C 3.5625 3.5382 -0.5898 0.1 0.2 -0.2 0.00
C 3.4375 4.4572 -1.7999 0.0 -0.1 0.1 0.00
C 1.5094 2.6877 0.4554 0.3 0.2 0.0 0.01
C 1.4527 3.9331 1.2984 0.0 -0.1 0.1 0.00
N 0.6061 1.7548 0.6488 -0.3 -0.4 -0.3 0.01
H 1.3525 0.6692 -3.0759 0.0 0.0 0.0 0.00
H 1.7289 2.3849 -3.2616 0.0 0.0 0.0 0.00
H 0.4559 1.8809 -2.1451 0.0 0.0 -0.1 0.00
H 3.4600 1.3767 -1.8259 0.0 -0.1 0.1 0.00
H 2.2504 0.5415 -0.8819 0.2 0.2 -0.1 0.00
H 4.4841 2.9585 -0.6597 0.0 0.0 0.0 0.00
H 3.6366 4.1303 0.3166 0.0 -0.1 0.1 0.00
H 3.4346 3.8911 -2.7305 0.0 0.0 0.0 0.00
H 4.2860 5.1401 -1.8263 0.0 0.0 0.0 0.00
H 2.5235 5.0506 -1.7492 0.0 0.0 0.0 0.00
H 2.2384 3.9126 2.0558 0.0 0.0 0.0 0.00
H 0.5009 3.9889 1.8211 0.0 0.0 0.0 0.00
H 1.5694 4.8304 0.6945 0.0 0.0 0.0 0.00
H -0.0103 2.0326 1.4041 -0.1 0.0 0.0 0.00
C 3.0366 -3.3500 3.1999 0.1 0.2 0.1 0.00
C 3.5478 -2.0471 3.8176 0.0 -0.1 -0.1 0.00
C 3.8780 -0.9043 2.8090 0.1 0.0 0.3 0.00
C 4.6629 0.2016 3.5328 0.0 0.1 -0.2 0.00
C 4.9907 1.3942 2.6342 0.0 -0.1 0.1 0.00
C 4.7497 -1.4905 1.7186 -0.1 0.1 0.0 0.00
O 5.9247 -1.7161 1.8489 0.0 -0.1 0.0 0.00
N 4.1073 -1.7778 0.5235 0.1 -0.1 -0.1 0.00
C 2.8271 -1.4190 0.1811 0.0 0.1 0.2 0.01
O 2.4139 -1.5659 -0.9639 0.0 -0.1 0.0 0.01
N 2.0262 -0.8273 1.1271 -0.1 0.0 -0.1 0.02
C 2.5541 -0.3443 2.3139 0.0 0.0 -0.1 0.00
O 1.9483 0.4828 2.9662 0.1 -0.1 -0.1 0.01
H 2.7245 -4.0337 3.9885 0.0 0.0 0.0 0.00
H 3.8196 -3.8449 2.6249 0.0 0.0 0.0 0.00
H 2.1807 -3.1877 2.5419 0.0 0.0 0.0 0.00
H 4.4660 -2.2542 4.3688 0.0 0.0 0.0 0.00
H 2.8167 -1.6503 4.5251 0.0 0.1 0.0 0.00
H 5.5899 -0.2374 3.8995 0.0 0.0 0.1 0.00
H 4.0685 0.5339 4.3829 0.0 -0.1 0.0 0.00
H 5.6207 1.0918 1.7944 0.0 0.0 0.0 0.00
H 5.5311 2.1489 3.2049 0.0 0.0 -0.1 0.00
H 4.0789 1.8526 2.2449 0.0 0.0 0.0 0.00
H 4.6733 -2.1877 -0.2073 0.0 0.0 0.0 0.00

no.,electronic energy (eV)
1,-33079.38522
2,-61771.62719
3,-46382.67555